Density functional theory data (the ωB97M-V functional and the def2-TZVPD basis) for a structure of composition C4H7BrN2O2.

CARTESIAN COORDINATES (ANGSTROEM)
C -0.69335 0.83656 -2.36592
C -0.31935 1.29872 -0.18775
C 0.68254 -0.29176 -1.47990
C -0.04221 -0.56675 1.99465
N -0.78257 0.68206 -3.56433
N 0.39900 0.06092 -0.18437
O -1.18922 1.46618 -1.26305
O -0.00284 -0.99280 0.66714
Br 2.33585 0.23652 -2.28557
H -0.63782 1.43804 0.83804
H 0.63982 2.00439 -0.20974
H 0.47547 -1.29718 -1.83352
H 0.17261 -1.50548 2.73136
H -1.07181 -0.24721 2.18488
H 0.70609 0.21183 2.16917
H -1.47272 1.17153 -4.11063

Computed properties:
- charge = 0
- calculated total energy (eV) = -81373.9572
- gap between HOMO and LUMO (Eh) = 0.3389
- HOMO energy (eV) = -8.48

Want to see where the charge sits? The natural (NBO) charges in e are: 0.62, 0.05, -0.19, -0.27, -0.68, -0.24, -0.50, -0.38, 0.01, 0.22, 0.19, 0.24, 0.20, 0.17, 0.19, 0.37